C55H65AsN3P2PdSi2 | ωB97M-V/def2-TZVPD

```
! RIJCOSX wB97M-V def2-TZVPD def2/J DEFGRID3
* xyz -1 1
C -3.83382 -1.55247 0.32235
H 2.46631 -6.40662 -2.22537
H -0.37413 5.18449 -4.33182
H 3.41984 -8.87298 -0.98928
C -1.61186 2.44500 2.89398
C 0.45794 1.18463 0.79738
H -1.12376 1.48951 3.05002
H 1.56004 -8.02726 1.61201
H -3.72804 -2.10802 -0.61230
H -4.26250 2.22594 1.52699
H 6.82291 0.26523 0.98288
H 4.81178 3.83401 -2.87077
H 2.35569 -2.32892 3.47153
H -2.39994 -4.25090 -4.88364
H 3.74669 -2.52410 1.69274
C 0.95546 -5.82511 2.89534
C -1.34123 -4.46575 -1.66118
C 5.82389 0.64241 1.22903
H 1.89301 -8.95918 -1.86006
C 2.09530 -6.28397 -1.21221
H 1.51264 1.52259 -4.32835
H -2.10772 2.73007 4.95653
C -1.44936 2.64988 -2.35754
H 1.72959 -0.90589 2.66831
H 3.00285 1.25751 3.20913
C 2.68377 4.07498 1.38384
H -4.32881 1.88923 -1.67913
C 1.25998 -4.83714 0.53209
C -2.25988 4.20867 1.39611
C 2.67804 2.71469 1.67850
H 3.00751 6.06910 2.10405
C 3.95604 3.19521 -2.68679
H -1.86000 -5.92584 -3.12889
C -1.93220 -2.58376 -3.59919
As 0.68115 -2.98065 0.88890
H -3.72473 -2.36202 5.92880
H -3.09301 -1.94664 1.01849
H -2.16334 -1.83558 -4.35065
C 1.78524 1.54354 -2.20364
H -2.75189 -5.29798 2.33965
C 2.53215 2.01674 -1.12697
C -4.46097 0.82108 -1.48407
H 2.38098 -2.96648 -1.14741
C 0.05254 4.98121 -2.23723
H -3.26462 -3.76048 4.02756
H 5.00617 -2.94812 0.53339
H 5.08130 0.32938 -1.80383
H -2.32332 4.62316 0.39698
C 1.97819 -7.39277 -0.38462
C 1.58734 -7.18417 0.92758
P 2.12467 1.37417 0.54762
P -0.95132 1.92439 0.28618
H -1.39879 -1.11442 -2.12801
H 3.44077 3.01720 -4.76402
Si 4.48750 -0.48115 0.49932
H -0.11275 -5.89718 3.10394
C 2.01780 -3.84110 -1.69241
H -1.33100 -5.15402 1.29553
H -5.48717 0.94990 1.46492
H -3.15535 4.94292 4.58032
H -2.33008 -2.63818 6.97347
H 1.80800 -0.96302 4.44064
H 3.58116 2.92024 4.94813
C -1.18374 -3.09843 -1.33497
N -0.82837 -2.68686 -0.07669
C 1.77076 -5.00965 -0.76872
H -3.24515 5.88932 2.29521
H -2.63776 -1.02852 6.32914
C 3.19092 2.73288 -3.74871
H -1.72186 3.11149 -4.43424
C 2.33761 -8.76686 -0.88228
H 3.58119 5.33679 4.39888
C -2.29049 -3.29340 3.91206
H 2.44644 4.41345 0.38288
C -1.49552 -2.16875 -2.35162
C -2.10941 -4.59191 1.80720
H 5.74452 1.66165 0.83814
H 5.74701 -1.28456 -1.50400
C 1.59457 -1.54656 3.54339
H 4.02625 -1.08293 -1.87723
Si -3.56080 0.27500 0.08379
C -1.27663 3.42527 -3.49773
C -2.06484 -3.93368 -3.90406
C 3.00572 2.31647 2.97494
H 1.11311 -3.54575 -2.22586
C -4.41069 1.14470 1.52443
N 2.92340 0.05406 0.80057
H 4.25395 3.17739 -0.56741
H 2.77347 -4.10705 -2.43208
Pd -0.32500 -0.66506 0.43489
C 3.32991 4.60572 3.64030
H 5.44334 -2.20022 2.07297
H 1.45462 -6.64586 3.41322
H -4.08872 0.26583 -2.35103
H 0.64929 5.88403 -2.18909
H 1.99282 -9.53862 -0.19370
H -4.83402 -1.73377 0.72872
C 0.21331 -2.14157 3.62289
C -0.52203 4.58723 -3.44022
H 0.94134 0.88972 -2.00865
C 4.69951 -2.19903 1.26982
C -2.68073 -2.09336 6.09305
H 1.30216 -4.89157 3.32879
C -0.28362 -2.98774 2.61763
H -1.11081 -5.20824 -0.90809
C -1.76103 -4.86601 -2.91814
C 4.87446 -0.64171 -1.34473
C 3.00726 5.01474 2.35550
C -1.67093 2.96598 1.60024
C -0.57570 -1.86285 4.73340
C -2.74167 4.38933 3.74570
H -2.00671 1.72315 -2.39966
C -0.12970 4.21190 -1.09964
C -2.15163 3.14768 3.95776
H -4.05154 0.75772 2.48219
C -0.87832 3.03772 -1.15069
C 3.63233 2.83208 -1.38577
N -1.87940 0.64453 -0.06950
C -1.84053 -2.41414 4.88532
H 0.31558 4.52152 -0.16057
C -2.79131 4.92054 2.46622
C 2.10903 1.89710 -3.50484
H -5.53518 0.62752 -1.39821
H -0.19126 -1.18932 5.49435
C 3.32972 3.24998 3.94686
H -2.69713 -4.09804 1.03394
C -1.53409 -3.59811 2.78221
C 1.25318 -5.92106 1.41922
H 5.74288 0.70073 2.31872
*
```

E_HOMO (spin up / spin down), eV: -3.89 / -3.89
LUMO (spin up / spin down), eV: 2.36 / 2.36
E, a.u.: -5924.6247
Gap between HOMO and LUMO (spin up / spin down), eV: 6.2 / 6.2

Here are the Löwdin charges for atoms 1 to 6, given in e: C -0.174; H 0.118; H 0.097; H 0.079; C -0.093; C -0.532

=====

C55H65N2O13 | ωB97M-V/def2-TZVPD

```
! RIJCOSX wB97M-V def2-TZVPD def2/J DEFGRID3
* xyz 1 1
H -6.78099 -5.93800 6.65376
H -2.69922 -4.96357 2.82138
C -1.61793 9.86321 -4.22452
C 3.38350 5.12110 -1.29961
O 0.95173 8.51893 -6.13124
H 1.70670 2.13670 -3.35020
C 4.52348 0.41934 -3.79158
H 1.62424 8.99253 -8.59343
H -3.46856 8.79309 -4.69473
C -7.78577 -5.41235 -0.52682
C -3.76494 -7.51968 8.63074
H -6.90223 -5.30317 -1.14336
C -2.45636 8.64926 -4.33793
C 5.18077 -5.02947 -1.87816
C 0.80698 -0.63640 5.60754
N 3.42939 8.31095 0.79167
H -10.87454 -5.91964 1.86132
H 2.08491 4.25887 -4.37890
H -5.02706 -5.81574 3.04980
C -3.02686 -3.18256 4.04711
H 6.07689 -7.99565 -3.40349
H 1.48314 0.87201 3.98559
H 0.36896 10.58731 -3.66378
O -2.05321 10.96016 -4.51777
O -0.15277 6.17189 -3.23481
H 2.82493 -3.02490 -1.44236
O 4.79912 -3.90393 -2.15050
H 4.21760 5.78220 -1.72571
C 0.50218 0.41828 4.39889
C -0.26754 -0.43907 3.25995
H -0.05183 -1.39936 5.57594
C 3.72472 -0.98177 -3.60373
O -11.24308 -4.62269 -0.35454
O -6.53354 -6.60015 1.07274
O -6.85026 -4.57580 4.42105
H 2.81286 1.07160 -5.05937
O 2.44823 8.00437 -1.39859
H 3.87386 4.44780 -3.81926
H 3.15209 2.21011 -2.21531
C 0.79115 -2.04797 -0.92663
H -6.03749 -2.37966 5.53614
C -10.16243 -5.07716 -0.02740
C 0.23981 8.48638 -3.41828
H 1.43197 -1.30062 1.16740
C -5.85476 -6.10069 8.55397
C 5.80021 -6.68437 -0.17937
O -4.63211 -6.44348 10.53467
H 2.30636 -2.38404 5.67948
C 6.07567 -7.67869 -1.23844
H 4.18328 -0.17821 5.01986
C 5.38480 -5.45223 -0.47679
O 6.45637 -8.80153 -0.96659
H 4.28821 2.27558 -5.03528
H 5.51627 0.27637 -4.34813
C 2.24388 6.55329 -6.17426
C 3.37033 -0.32151 5.81369
H 1.47069 5.75243 -0.29158
C -3.45194 -4.43940 3.39689
C 5.87145 -7.25545 -2.64014
C -4.99588 -7.19718 6.53543
H 4.80411 0.75149 -2.71695
H 0.68219 0.96038 1.80816
H 3.53697 -0.61459 -1.40900
H 2.66347 8.69206 1.39015
C 2.84355 4.04271 -3.53562
C 2.04287 8.08709 -8.17194
H 5.30187 -5.69599 -3.95777
H 3.11562 7.48560 -9.89863
H -3.17602 -8.38544 6.78741
H 2.94751 5.60622 0.91235
H -1.31360 -0.76360 3.56342
H 5.95425 -7.01132 0.84137
H 5.17927 -4.71180 0.28650
C -8.97027 -4.91605 -0.88689
H -6.56141 -5.48033 9.09134
H -1.00813 0.15455 -0.18654
C -9.99121 -5.81044 1.24471
C 2.81829 7.51156 -0.29319
C 2.22697 -1.33667 5.23615
H 3.11436 -1.28162 -4.52066
C -0.57923 -0.49950 0.66364
H 1.96978 6.34765 -5.14638
C -5.28483 -2.90408 4.96046
H 1.69373 -2.70997 -2.85446
C 2.82481 -0.88275 -2.28223
H 2.37725 -1.39274 4.09193
H -0.14570 -1.94864 -1.58410
H 1.41524 0.05686 -0.15048
H -0.12724 1.31352 4.76084
H 0.65588 -3.04849 -0.35982
O -1.88579 -2.76652 3.93672
C -0.23266 9.69030 -3.74061
H 0.83579 -0.10641 6.61701
C 2.81587 2.45563 -3.29603
H -1.15616 1.30539 2.01689
C 2.59579 5.92729 -0.12229
C 2.84228 7.27955 -8.87142
C -0.36481 0.48711 1.95043
C -5.71030 -4.16195 4.30972
H 1.24940 8.33816 -3.06237
H 0.39697 -1.36491 3.07841
H -3.70957 -1.52856 5.30725
C 5.45601 -6.02316 -2.93708
H 2.06132 -0.03912 -2.42852
H -9.11296 -4.37718 -1.81543
H 3.46168 4.83998 -6.45149
O 4.13336 5.31348 -8.91112
H -8.66349 -6.84550 2.53323
C 3.04290 5.74587 -6.87301
C -0.59539 7.27704 -3.53119
C 3.60474 1.59742 -4.40272
H 3.86035 4.16559 -0.89731
H -2.95657 -7.92777 9.22452
C 1.68310 7.78404 -6.77115
C 3.40314 6.04885 -8.27483
C 0.93172 -0.91522 0.19881
C -8.80649 -6.30677 1.60472
N 2.32631 4.75097 -2.31355
H 2.86480 0.69356 6.00906
C 2.07951 -2.23884 -1.86765
H 1.83757 5.64886 -2.56127
C -4.69958 -4.89606 3.51916
C -5.97249 -6.34608 7.24791
H 1.61673 4.18450 -1.80942
C -4.74140 -6.66850 9.34361
C -1.98024 7.44583 -4.01437
H -1.22742 -1.40510 0.90542
H 3.78385 9.15939 0.29991
C -7.61495 -6.14563 0.74540
C -3.88263 -7.76505 7.32481
C -4.03741 -2.44815 4.83788
H 4.54458 -1.78371 -3.48723
H 3.88197 -0.74711 6.74017
H -2.57986 6.54700 -4.09058
O -5.10542 -7.42189 5.34344
*
```

E_HOMO, eV: -11.30
LUMO, eV: -3.84
E, a.u.: -3221.8165
Gap between HOMO and LUMO, eV: 7.5

Here are the Löwdin charges for atoms 1 to 6, given in e: H 0.112; H 0.125; C -0.373; C -0.106; O 0.110; H 0.124